1.
{
  "formula": "CH7N4",
  "method": "the ωB97M-V functional and the def2-TZVPD basis",
  "symbols": ["C", "N", "N", "N", "N", "H", "H", "H", "H", "H", "H", "H"],
  "coordinates": [[-0.98897, 0.45903, -0.72594], [-2.06442, 0.89201, -0.20542], [1.57203, 0.10330, -0.22355], [-0.58287, -0.85426, -0.34102], [-1.09987, -1.21433, 0.70454], [-0.30343, 0.93003, -1.35734], [-2.55994, 1.74918, -0.44557], [1.91549, -0.02205, -1.13500], [2.00863, 0.95167, -0.00439], [-1.10950, -2.23593, 0.87823], [2.04884, -0.54701, 0.38275], [-1.61789, -0.45819, 1.16334]],
  "nbo_charge": [0.22, -0.61, -1.00, 0.06, -0.32, 0.21, 0.42, 0.38, 0.38, 0.44, 0.38, 0.43],
  "gap_ev": 9.227,
  "largest_force_ev_per_a": 3.2,
  "total_charge": 1,
  "energy_ev": -7101.4712
}

2.
{
  "formula": "CH7N4",
  "method": "the ωB97M-V functional and the def2-TZVPD basis",
  "symbols": ["C", "N", "N", "N", "N", "H", "H", "H", "H", "H", "H", "H"],
  "coordinates": [[0.94282, 0.37854, -0.72709], [1.99761, 0.43933, -0.02904], [0.23502, -1.34185, 0.53535], [-0.08667, -0.56358, -0.41668], [-1.58267, 0.44631, -0.00914], [0.76267, 0.99335, -1.65340], [2.84780, 0.92376, -0.16233], [-0.50157, -2.07128, 0.64046], [0.96755, -0.96647, 1.20495], [-1.90090, -0.15871, 0.83511], [-1.35184, 1.37438, 0.42515], [-2.32981, 0.54623, -0.64333]],
  "nbo_charge": [0.21, -0.61, -0.50, -0.04, -0.78, 0.20, 0.42, 0.42, 0.43, 0.41, 0.41, 0.42],
  "gap_ev": 9.682,
  "largest_force_ev_per_a": 4.8,
  "total_charge": 1,
  "energy_ev": -7100.9233
}

3.
{
  "formula": "CH7N4O",
  "method": "the ωB97M-V functional and the def2-TZVPD basis",
  "symbols": ["N", "O", "C", "N", "N", "N", "H", "H", "H", "H", "H", "H", "H"],
  "coordinates": [[-0.69943, 1.30831, -0.25478], [-0.22258, 0.94710, 0.92410], [0.63553, -0.51591, 0.86771], [0.16073, -1.31064, -0.03015], [1.76062, 0.31386, 0.51599], [1.67761, 0.66096, -0.70865], [-0.48088, 2.29628, -0.47201], [-1.67710, 1.05546, -0.35843], [0.74504, -0.76777, 1.97479], [-0.60848, -1.98448, 0.04450], [0.72889, -1.56161, -0.85995], [2.32423, 1.34641, -0.83343], [0.77807, 0.47251, -1.21618]],
  "nbo_charge": [-0.49, -0.35, 0.30, -0.83, 0.05, -0.43, 0.39, 0.40, 0.25, 0.45, 0.42, 0.42, 0.43],
  "gap_ev": [8.620, 8.618],
  "largest_force_ev_per_a": 5.3,
  "total_charge": 1,
  "energy_ev": -9146.9135,
  "smiles": "NO[C@@H](N)N=[NH2+]"
}

4.
{
  "formula": "CH7N5",
  "method": "the ωB97M-V functional and the def2-TZVPD basis",
  "symbols": ["N", "N", "N", "C", "N", "N", "H", "H", "H", "H", "H", "H", "H"],
  "coordinates": [[1.03158, -1.20276, 0.99982], [-0.30361, -1.35219, 0.53826], [-0.82510, -0.05273, 0.20271], [-0.04837, 0.83764, -0.38809], [1.05840, 1.21641, -0.78635], [-0.15096, 1.97970, -1.24811], [1.80899, -1.62827, 0.46819], [1.06222, -1.34331, 1.94626], [-0.90097, -1.88712, 1.18429], [-0.47469, -1.83137, -0.32882], [-1.76525, 0.28010, 0.60738], [-0.18736, 2.95834, -0.91740], [-0.30488, 2.02556, -2.27814]],
  "nbo_charge": [-0.63, -0.19, -0.45, 0.53, -0.06, -0.44, 0.45, 0.41, 0.48, 0.46, 0.49, 0.46, 0.47],
  "gap_ev": 12.069,
  "largest_force_ev_per_a": 3.9,
  "total_charge": 2,
  "energy_ev": -8577.1533,
  "smiles": "N[NH2+]NC1=N[NH2+]1"
}

Energy above the lowest of the compared OMol25 structures with the same formula, charge and spin (kcal per mole)
31.7; 44.4; 72.2; 40.7